{"formula": "C16H31O8", "method": "the ωB97M-V functional and the def2-TZVPD basis", "symbols": ["O", "C", "O", "O", "H", "C", "C", "O", "C", "H", "H", "H", "H", "H", "H", "C", "C", "O", "C", "H", "H", "H", "H", "H", "H", "C", "C", "O", "C", "H", "H", "H", "H", "H", "H", "C", "C", "O", "C", "H", "H", "H", "H", "H", "H", "C", "C", "O", "C", "H", "H", "H", "H", "H", "H"], "xyz": [[-11.100, 1.174, 5.222], [-12.033, 0.677, 4.451], [-11.634, 0.209, 3.396], [-13.249, 0.850, 4.712], [-10.475, 0.781, 4.607], [-7.671, 1.170, 6.113], [-8.134, 2.225, 5.146], [-7.449, 3.187, 4.829], [-9.531, 2.049, 4.661], [-6.893, 1.597, 6.746], [-7.308, 0.275, 5.608], [-8.478, 0.873, 6.782], [-9.819, 0.998, 4.673], [-9.676, 2.400, 3.639], [-10.200, 2.554, 5.358], [-12.150, 1.777, 2.101], [-12.682, 1.154, 0.804], [-13.298, 0.079, 0.846], [-12.454, 1.835, -0.471], [-11.783, 2.764, 1.821], [-11.290, 1.253, 2.520], [-12.976, 1.834, 2.809], [-11.481, 2.317, -0.379], [-13.308, 2.499, -0.604], [-12.407, 1.057, -1.233], [-10.584, -3.782, 1.621], [-10.343, -2.319, 1.727], [-9.468, -1.733, 1.088], [-11.186, -1.606, 2.722], [-9.881, -4.320, 0.986], [-11.564, -3.942, 1.171], [-10.603, -4.260, 2.600], [-10.783, -0.665, 3.094], [-11.239, -2.312, 3.550], [-12.185, -1.538, 2.291], [-7.939, 0.614, 3.282], [-8.570, 0.928, 1.933], [-7.977, 0.714, 0.861], [-9.914, 1.593, 1.972], [-7.859, 1.617, 3.702], [-6.931, 0.219, 3.158], [-8.614, -0.028, 3.848], [-9.782, 2.667, 2.106], [-10.498, 1.169, 2.789], [-10.277, 1.497, 0.949], [-9.932, 1.553, 7.417], [-11.209, 2.224, 7.837], [-11.346, 2.476, 9.049], [-12.309, 2.437, 6.856], [-10.081, 0.567, 6.978], [-9.309, 1.395, 8.297], [-9.319, 2.194, 6.783], [-13.204, 2.284, 7.458], [-12.338, 1.679, 6.073], [-12.433, 3.416, 6.392]], "homo_energy_ev": -5.22, "e_tot_ha": -1229.45689, "molar_mass_g_mol": 351.4, "gap_ev": 7.97, "relative_energy_kcal_mol": 499.8, "charge": -1}